{
  "formula": "C90H84F14N2O2",
  "method": "the ωB97M-V functional and the def2-TZVPD basis",
  "symbols": ["F", "F", "F", "F", "F", "F", "F", "F", "F", "F", "F", "F", "F", "F", "O", "O", "N", "N", "C", "C", "C", "C", "C", "C", "C", "C", "C", "C", "C", "C", "C", "C", "C", "C", "C", "C", "C", "C", "C", "C", "C", "C", "C", "C", "C", "C", "C", "C", "C", "C", "C", "C", "C", "C", "C", "C", "C", "C", "C", "C", "C", "C", "C", "C", "C", "C", "C", "C", "C", "C", "C", "C", "C", "C", "C", "C", "C", "C", "C", "C", "C", "C", "C", "C", "C", "C", "C", "C", "C", "C", "C", "C", "C", "C", "C", "C", "C", "C", "C", "C", "C", "C", "C", "C", "C", "C", "C", "C", "H", "H", "H", "H", "H", "H", "H", "H", "H", "H", "H", "H", "H", "H", "H", "H", "H", "H", "H", "H", "H", "H", "H", "H", "H", "H", "H", "H", "H", "H", "H", "H", "H", "H", "H", "H", "H", "H", "H", "H", "H", "H", "H", "H", "H", "H", "H", "H", "H", "H", "H", "H", "H", "H", "H", "H", "H", "H", "H", "H", "H", "H", "H", "H", "H", "H", "H", "H", "H", "H", "H", "H", "H", "H", "H", "H", "H", "H", "H", "H", "H", "H", "H", "H"],
  "xyz": [[-3.676, 1.033, 2.902], [1.482, -5.367, -3.535], [9.845, -0.447, 2.011], [1.436, 0.235, 6.092], [-7.768, 2.380, -5.425], [0.602, -6.172, 3.269], [-1.773, 4.703, -2.504], [6.022, 0.442, 3.838], [0.647, 1.589, -1.178], [6.058, 2.686, -0.008], [4.357, 0.173, -4.663], [-4.561, -2.395, 0.873], [-5.606, 1.300, -1.149], [5.828, 3.062, -3.551], [-2.015, -1.751, -5.576], [-0.601, 0.700, -8.721], [-2.543, -1.480, -3.342], [-0.201, 1.746, -6.699], [2.184, 2.024, 4.795], [4.672, 4.575, -2.056], [9.203, -1.765, 0.134], [9.066, -0.612, 0.916], [-2.114, 5.111, 1.576], [-4.295, 0.283, 3.834], [2.363, -1.090, -5.056], [-0.253, 1.972, 3.418], [8.297, -2.081, -0.895], [-5.828, 3.455, -6.120], [-2.448, -2.180, -4.479], [2.067, -0.394, 1.449], [-8.750, 0.564, 0.504], [-4.284, -4.639, 0.274], [3.660, -2.233, 4.440], [-3.895, 3.459, -4.726], [6.128, 3.367, 1.147], [-3.635, 0.079, 5.088], [0.803, 2.786, 2.943], [7.115, -0.017, -0.361], [8.010, 0.248, 0.645], [-0.408, -0.144, 0.133], [1.247, -1.768, -4.540], [4.388, -1.072, 4.629], [-7.620, 0.443, -0.329], [0.796, -4.502, 4.871], [-6.689, 1.437, -0.358], [4.694, 3.651, -3.090], [-6.907, 2.604, 0.429], [-1.476, -3.226, 3.795], [-0.952, -4.360, 3.164], [1.206, -2.145, -3.209], [-0.519, 0.680, -7.478], [6.028, -1.817, 3.056], [-6.061, -1.121, 4.638], [-4.220, -5.945, 0.707], [0.747, 0.626, -0.234], [-6.483, 2.714, -5.165], [-1.138, 5.818, -0.497], [5.458, 2.833, 2.209], [0.953, -5.743, -2.378], [-1.665, 4.749, -1.170], [-8.862, 1.619, 1.393], [6.050, 4.686, 3.623], [-4.731, -3.666, 1.167], [4.180, -3.261, 3.654], [2.276, 4.836, -2.340], [1.228, -5.878, 0.027], [0.971, -1.101, 1.897], [7.255, -1.162, -1.183], [0.023, 1.065, 4.473], [-2.348, -0.039, -3.332], [0.258, -3.444, 5.578], [0.194, -4.985, 3.703], [-4.443, 3.703, -5.992], [6.784, 5.242, 2.562], [5.567, -0.824, 3.925], [-0.208, -1.003, 1.186], [5.374, -3.086, 3.026], [1.661, -5.373, -1.191], [-5.341, -1.321, 5.842], [-0.209, -6.522, -2.315], [-2.348, 3.766, -0.404], [-5.146, -4.028, 2.432], [-0.579, -7.131, -1.093], [0.059, 1.613, -5.373], [-0.033, 3.131, -7.149], [6.806, 4.594, 1.326], [-0.851, -2.830, 5.040], [5.437, 3.460, 3.503], [3.319, -0.631, -4.152], [3.448, 5.167, -1.673], [2.234, -1.809, -2.343], [0.150, -6.719, 0.015], [-5.504, -0.342, 3.632], [-1.341, 6.010, 0.902], [1.190, 1.086, 5.176], [-4.560, 2.745, -3.711], [-2.735, -2.176, -2.072], [2.300, 3.895, -3.395], [1.966, 0.429, 0.349], [-7.883, 2.609, 1.443], [2.008, 2.810, 3.639], [-4.122, -0.770, 6.050], [-2.628, 3.939, 0.973], [-5.882, 2.413, -3.969], [3.279, -1.055, -2.787], [-4.639, -6.366, 1.982], [-5.148, -5.366, 2.820], [3.488, 3.255, -3.703], [-3.831, 4.159, -6.756], [0.353, -2.722, -2.883], [-2.893, 3.815, -4.535], [2.737, -2.335, 4.992], [-5.414, -3.289, 3.172], [3.604, 2.529, -4.494], [3.062, 2.249, 5.382], [8.508, -2.938, -1.518], [-0.951, -1.740, 1.455], [-3.596, -1.680, -1.624], [-0.464, 2.368, -4.787], [-0.716, 0.378, 4.858], [-3.932, -6.642, -0.066], [1.360, 5.348, -2.085], [-0.694, -6.860, -3.219], [5.587, 4.680, -1.492], [5.754, -3.903, 2.431], [-1.145, 1.887, 2.815], [-6.310, 3.770, -7.033], [-0.499, 3.775, -6.404], [-3.254, 3.216, 1.475], [-1.349, -0.159, -0.397], [2.512, -4.710, -1.242], [-0.395, 3.174, -8.176], [0.669, 3.509, 2.152], [-0.231, 0.659, -4.933], [-2.888, 2.945, -0.853], [6.678, -1.322, -2.082], [1.143, -1.897, 2.606], [4.059, -0.244, 5.240], [5.917, 5.268, 4.523], [2.454, -0.881, -6.112], [6.381, 0.711, -0.673], [-9.717, 1.646, 2.051], [9.917, -2.502, 0.470], [-7.919, 3.419, 2.157], [4.002, -0.786, -2.031], [-2.324, 5.278, 2.622], [3.016, -0.511, 1.951], [-0.211, -7.070, 0.970], [1.688, -4.989, 5.236], [2.148, -2.012, -1.286], [2.713, 1.007, -0.176], [2.841, 3.407, 3.300], [1.115, 1.830, -5.211], [-4.087, 2.493, -2.774], [0.646, -3.127, 6.535], [-0.596, -0.288, -6.959], [-7.610, -0.335, -1.078], [-3.861, -4.354, -0.678], [-1.251, -2.000, 5.603], [-7.019, -1.615, 4.569], [1.444, 3.613, -3.991], [-1.927, -2.153, -1.341], [3.774, -4.261, 3.607], [-0.955, 6.912, 1.352], [-3.613, -0.865, 6.998], [7.282, 6.200, 2.540], [-5.922, -0.200, 2.646], [7.950, 1.170, 1.203], [1.035, 3.340, -7.206], [-6.183, 3.397, 0.541], [-3.137, 0.369, -2.699], [7.409, 4.989, 0.523], [0.418, -1.935, -5.213], [4.986, 1.887, 1.988], [-0.561, 6.530, -1.069], [6.896, -1.615, 2.446], [-2.975, -3.233, -2.191], [4.891, 3.007, 4.317], [3.291, 5.836, -0.840], [-5.533, -5.550, 3.812], [-2.289, -2.736, 3.279], [-6.437, 1.932, -3.179], [-2.426, 0.401, -4.326], [-5.825, -1.887, 6.624], [-2.690, 0.590, 5.193], [-9.652, 0.000, 0.314], [-4.614, -7.435, 2.133], [-1.337, -4.800, 2.256], [-2.791, -3.212, -4.306], [-1.443, -7.769, -0.978], [-1.420, 0.268, -2.850], [1.708, -5.642, 0.965]],
  "forces_ev_per_angstrom": [[-0.43, -0.12, 0.06], [-0.22, 0.23, -0.63], [-0.12, 0.19, -0.60], [0.41, -2.14, 2.72], [0.11, -0.05, 0.45], [0.37, -0.44, -0.87], [0.72, -0.09, -0.12], [0.43, -0.38, 0.50], [-0.11, -0.40, -0.14], [0.39, 0.61, -0.25], [-1.33, -1.24, 1.08], [-0.23, 1.42, -0.46], [-0.03, 0.29, 0.14], [-0.33, 0.47, 0.68], [-1.19, -0.86, 2.32], [-0.13, 0.39, 2.03], [0.77, -0.18, 0.14], [-1.30, 0.32, -2.67], [-0.51, 0.22, -0.61], [0.12, -0.39, 0.28], [-0.38, -0.30, 0.77], [-1.06, -1.21, -0.78], [-0.64, -1.21, 1.05], [0.90, -1.06, 2.85], [0.12, 0.52, 1.01], [1.95, -0.49, -0.28], [-0.06, 1.91, 0.32], [1.51, -0.18, -1.30], [1.22, 0.56, -2.10], [0.69, -0.06, 0.31], [0.22, 0.88, -0.63], [0.16, 0.79, 0.63], [0.34, 0.03, 0.64], [0.80, -0.57, -0.01], [0.11, 1.39, 1.44], [0.61, 0.97, -2.35], [-0.75, -0.21, 0.95], [-0.02, -1.10, -2.00], [0.76, 0.68, 0.82], [1.79, 0.99, -0.38], [0.72, 0.23, -0.26], [0.30, 0.92, -0.17], [-1.41, -0.45, -0.28], [0.44, -0.73, -0.51], [-0.59, 1.60, 1.27], [-1.60, -0.12, -0.15], [1.04, -0.94, 1.31], [1.96, -0.86, 1.18], [1.14, -0.28, 0.33], [-0.56, -0.14, -0.50], [0.61, 0.06, -2.62], [0.09, -0.33, 0.58], [1.04, -0.13, 1.26], [-0.54, -0.44, -0.16], [-2.39, -0.80, 0.27], [-0.03, 0.93, -0.48], [0.61, 0.67, 0.34], [-0.23, -0.23, 1.41], [0.17, -0.18, 2.45], [-1.74, -1.09, 2.17], [0.14, -0.20, 0.47], [0.29, 0.74, 0.10], [0.82, -1.80, 0.44], [-0.25, -0.24, 0.77], [0.20, -0.39, -1.07], [0.28, 0.48, -1.09], [0.87, -0.27, -0.63], [1.41, -0.43, 0.90], [-1.41, 0.51, -0.41], [-0.29, 0.04, 0.70], [-0.57, -0.22, -0.94], [-1.17, 1.51, 1.85], [-1.28, 0.01, 1.96], [-0.68, -0.83, -1.20], [-1.27, -1.59, -1.64], [-0.61, -0.98, 0.37], [1.08, 1.63, -0.64], [-0.70, -0.31, -0.97], [-2.29, -0.71, -0.85], [0.59, -1.08, 0.03], [-0.85, 0.38, 0.65], [-0.10, -0.13, 0.15], [1.08, 2.16, -0.59], [0.72, -0.23, 3.39], [0.31, -1.44, -0.88], [0.16, -0.90, -0.39], [-1.59, 0.66, -1.31], [0.07, -0.43, -2.28], [0.64, -0.55, 0.09], [-0.26, -0.82, -0.53], [-0.90, -0.04, -0.08], [-1.61, -1.34, 1.32], [-0.02, 0.33, -1.02], [0.17, -0.26, -2.13], [1.31, 3.62, -3.30], [-0.30, 1.11, -1.67], [-1.05, 0.59, 0.01], [0.54, 0.05, 0.64], [-0.39, 0.94, -0.67], [-0.04, -0.55, -1.69], [-0.35, -0.87, 0.94], [0.49, 1.08, 0.16], [1.43, 1.28, -1.87], [-0.19, -0.87, 1.21], [0.95, 1.30, -1.28], [-0.25, 1.05, -1.18], [0.31, -0.44, -0.14], [1.25, 0.63, -0.19], [-0.27, 0.16, -0.09], [-0.11, 0.02, 0.27], [0.24, -0.19, -0.01], [-0.12, -0.14, -0.09], [-0.11, 0.22, -0.16], [-0.35, -0.13, -0.10], [0.18, -0.62, 0.20], [-0.25, -0.13, 0.03], [-0.50, 0.19, -0.05], [-0.11, -0.23, 0.47], [-0.31, 0.20, 0.17], [-0.20, -0.20, -0.37], [0.29, -0.43, 0.28], [-0.11, -0.11, 0.06], [-0.01, 0.31, -0.27], [0.04, 0.52, 0.00], [0.31, 0.14, -0.12], [-0.30, 0.09, 0.32], [-0.31, -0.25, -0.03], [-0.19, 0.20, -0.41], [0.09, 0.05, 0.19], [0.07, 0.44, -0.11], [0.10, -0.03, -0.26], [-0.36, 0.41, 0.22], [-0.20, -0.27, -0.36], [0.32, -0.14, -0.33], [0.32, -0.13, -0.52], [-0.39, 0.11, 0.16], [-0.34, 0.15, 0.44], [-0.45, -0.12, 0.19], [0.23, -0.09, 0.24], [-0.04, 0.23, -0.02], [-0.04, -0.04, 0.35], [-0.06, 0.12, 0.08], [0.36, 0.01, -0.24], [-0.04, 0.07, -0.08], [0.40, 0.39, -0.36], [-0.03, 0.07, 0.15], [0.19, -0.08, 0.01], [0.12, -0.22, 0.24], [0.01, -0.29, 0.03], [0.11, -0.30, 0.08], [0.76, -0.03, 0.61], [-0.14, 0.27, 0.05], [0.36, -0.37, 0.48], [-0.08, 0.19, -0.01], [0.18, 0.04, -0.07], [-0.19, 0.36, 0.39], [0.30, -0.24, 0.09], [-0.24, 0.00, -0.08], [-0.29, 0.17, -0.15], [-0.09, 0.16, -0.40], [-0.31, 0.21, 0.31], [0.46, 0.37, -0.39], [-0.62, 0.12, 0.02], [0.04, -0.10, 0.15], [0.13, -0.16, -0.02], [-0.03, 0.07, 0.71], [-0.56, -0.14, -0.03], [-0.18, 0.05, 0.20], [0.16, 0.23, 0.19], [0.34, -0.01, -0.68], [-0.20, 0.16, -0.06], [-0.08, 0.15, -0.16], [-0.08, -0.41, 0.03], [-0.27, -0.15, 0.44], [-0.07, 0.31, 0.00], [0.09, -0.09, -0.09], [-0.02, 0.14, -0.50], [0.07, -0.01, -0.02], [0.76, 0.13, 0.14], [0.11, -0.38, 0.07], [-0.20, 0.34, 0.56], [-0.23, -0.22, -0.22], [0.00, -0.34, 0.06], [0.04, -0.21, 0.03], [0.06, 0.05, 0.22], [0.29, -0.68, 0.19], [-0.12, 0.10, 0.69], [-0.37, 0.16, -0.12], [0.16, -0.12, -0.45], [0.07, -0.06, -0.19], [0.33, -0.17, -0.19], [0.09, 0.12, -0.06]],
  "mulliken_charge": [-0.020, -0.348, -0.329, -0.363, -0.309, -0.367, -0.196, -0.183, -0.299, -0.045, -0.447, -0.001, -0.108, -0.350, -0.535, -0.658, 0.604, 0.228, -0.395, -0.196, -0.341, 0.128, -0.620, -0.020, -0.637, -0.154, -0.713, -0.380, -0.134, -0.554, -0.566, -0.231, -0.186, -0.366, -0.428, -0.313, -0.270, -0.152, -0.239, -1.136, -0.629, -0.447, -0.186, -0.226, 0.267, -0.165, -0.442, -0.729, -0.042, -0.542, 0.155, 0.130, -0.978, -0.228, 0.859, 0.144, -0.269, 0.446, 0.116, 0.204, -0.433, -0.554, 0.427, -0.001, 0.020, -0.672, 0.514, -0.672, 0.537, -0.108, -0.837, 0.070, -0.687, -0.712, -0.276, -0.057, -1.030, -0.050, -0.418, -0.549, 0.044, -0.095, -0.745, 0.412, -1.005, -0.549, -0.180, -0.522, 0.391, -0.662, -0.928, -0.224, 0.053, -0.831, -0.295, 0.672, -1.130, -0.498, -1.095, -0.652, -0.920, -0.687, -0.796, -0.642, -0.474, -0.993, -0.439, -0.183, 0.410, 0.749, 0.347, 0.160, 0.183, 0.459, 0.631, 0.430, 0.258, 0.545, -0.085, -0.242, 0.403, 0.403, 0.493, 0.493, 0.394, 0.425, 0.395, 0.284, 0.770, 0.741, 0.588, 0.362, 0.435, -0.748, 0.373, 0.532, -0.165, 0.462, 0.391, 0.453, 0.526, 0.392, 0.389, 0.455, 0.760, 0.355, 0.108, 0.352, 0.463, 0.854, 0.840, 0.613, 0.215, -0.045, 0.495, 0.409, 0.455, 0.127, 0.109, 0.487, 0.267, 0.314, 0.421, 0.444, 0.496, 0.394, 0.649, 0.388, 0.332, 0.413, -0.202, 0.496, 0.445, 0.621, 0.489, 0.499, 0.141, 0.544, 0.402, 0.418, 0.760, 0.474, 0.315, 0.374, 0.425, 0.415, 0.433, 0.520, 0.328, 0.499, -0.075, 0.529],
  "e_tot_ev": -139808.43337,
  "total_charge": 0
}